The following is a quantum chemistry calculation of a molecular structure, C45H28N5RuSe, from OMol25.

Results
- E_HOMO (alpha / beta): -6.13 / -7.53 eV
- F_max: 0.363 eV/A
- Orbital gap (alpha / beta): 0.1808 / 0.1815 Eh
- Multiplicity: 6
- ⟨S²⟩: 8.91

Element x y z (Å)
Ru: -0.047 -0.446 0.066
Se: -0.183 -4.974 0.631
N: -2.041 -0.382 0.361
N: 0.178 1.086 1.398
N: 1.854 -0.134 -0.544
N: -0.382 -1.537 -1.617
N: 0.383 -2.173 1.310
C: -1.848 0.547 2.641
C: 3.060 -2.989 -4.167
C: 1.973 -2.042 -2.101
C: 2.915 -2.970 -2.782
C: 3.673 -3.847 -2.006
C: 3.972 0.667 -0.797
C: -1.363 -2.973 -3.095
C: -2.623 0.122 1.465
C: 1.215 2.011 1.439
C: -6.267 -3.286 -3.540
C: 4.691 -4.748 -3.990
C: 3.946 -3.872 -4.768
C: 4.500 2.830 1.708
C: -0.017 -3.155 -3.180
C: 0.954 2.934 2.475
C: -3.386 -1.626 5.270
C: -0.219 2.543 3.078
C: 3.234 4.210 0.201
C: -4.023 0.094 1.334
C: -2.845 -1.588 -1.623
C: 0.162 -3.299 1.039
C: -4.297 -0.477 0.105
C: -4.046 -2.159 -2.300
C: -3.058 -0.796 -0.490
C: -0.665 1.381 2.401
C: -1.593 -1.978 -2.100
C: 4.552 -4.734 -2.608
C: 5.438 3.844 1.847
C: 4.174 5.221 0.338
C: -4.563 -1.589 -3.456
C: 2.538 -0.965 -1.370
C: 3.877 -0.498 -1.510
C: -3.080 -1.069 4.045
C: -4.645 -3.297 -1.763
C: -2.831 -1.112 6.439
C: 2.711 0.885 -0.182
C: 3.396 3.007 0.882
C: -5.749 -3.860 -2.385
C: -1.949 -0.042 6.357
C: -5.674 -2.150 -4.073
C: 0.591 -2.235 -2.271
C: 2.388 1.923 0.698
C: -2.195 0.029 3.935
C: 5.279 5.039 1.159
C: -1.626 0.514 5.135
H: 4.618 1.896 2.246
H: 1.584 3.771 2.735
H: 2.368 4.349 -0.436
H: 6.014 5.827 1.264
H: 4.044 6.152 -0.200
H: 4.829 1.315 -0.705
H: 2.481 -2.299 -4.771
H: -4.053 -2.477 5.315
H: -3.501 -1.504 3.149
H: -5.264 -0.667 -0.335
H: -6.206 -4.749 -1.968
H: -7.130 -3.725 -4.025
H: -6.075 -1.700 -4.972
H: 0.513 -3.857 -3.803
H: -2.135 -3.492 -3.641
H: -4.725 0.446 2.074
H: 3.549 -3.839 -0.929
H: -4.096 -0.703 -3.871
H: 4.641 -0.975 -2.103
H: 5.377 -5.441 -4.461
H: 6.294 3.699 2.494
H: -3.071 -1.552 7.398
H: -0.728 3.044 3.884
H: 4.056 -3.874 -5.845
H: 5.126 -5.419 -1.998
H: -0.920 1.326 5.107
H: -1.502 0.359 7.258
H: -4.230 -3.740 -0.865

Here are the Löwdin charges for atoms 1 to 6, given in e:
1. Ru 1.476
2. Se 0.507
3. N -0.039
4. N -0.031
5. N -0.044
6. N -0.035